[1]
The following is a quantum chemistry calculation of a molecular structure, C7H22HoN4O7 at a distorted geometry, from OMol25.

XYZ file:
```
41
Properties=species:S:1:pos:R:3
O 3.9906 2.6278 -3.0010
H 3.4509 2.4718 -3.8019
Ho -0.6021 0.8434 -0.1663
N 0.6534 -0.0839 1.4928
N 1.2972 2.0792 0.5174
O 0.1814 -1.2891 2.0759
O 1.3833 3.2775 0.0867
C 1.8082 0.3894 2.0090
C 2.2322 1.5845 1.3926
C 2.4591 -0.2248 3.1840
C 3.5073 2.2738 1.7033
H 2.6390 -1.3003 3.0709
H 1.8524 -0.0379 4.0834
H 3.4346 0.2443 3.3474
H 3.6950 3.1541 1.0898
H 4.3473 1.5938 1.5245
H 3.5644 2.5866 2.7530
H 0.6615 -1.3386 2.9349
H 3.7828 1.8677 -2.4067
O -1.5182 2.9630 -0.1342
H -1.0276 3.8028 -0.0261
H -2.4541 3.1144 -0.3484
C -0.0924 -0.0726 -1.9626
H -0.0496 0.9589 -2.4393
H 0.9143 -0.3661 -1.5492
H -0.5192 -0.8208 -2.6527
O -0.4723 -4.1757 0.0090
H -0.1516 -4.3102 0.9211
H 0.0861 -4.7519 -0.5494
C -4.7143 -1.7552 -2.1898
O -4.2870 -0.4129 -1.8004
C -3.2562 -0.3399 -0.9954
O -2.8122 0.7971 -0.6181
N -2.6553 -1.4925 -0.6479
N -1.4445 -1.4491 0.1319
H -3.9556 -2.2695 -2.8003
H -5.6001 -1.5857 -2.8005
H -4.9916 -2.3631 -1.3161
H -2.8449 -2.3686 -1.1342
H -1.6341 -1.5552 1.1362
H -0.8579 -2.2665 -0.1231
```

Total energy   -1973.39517 Ha
E_HOMO (spin up / spin down)   -10.555 / -10.604 eV
Kohn-Sham gap (spin up / spin down)   7.496 / 7.492 eV
⟨S²⟩   6.0122
Spin multiplicity   5
Charge   +1
LUMO level (spin up / spin down)   -3.06 / -3.11 eV

Results of the Mulliken charge analysis, in e, for atoms 1 through 4: O -0.62; H 0.32; Ho 1.16; N 0.01

---

[2]
The following is a quantum chemistry calculation of 2 unconnected molecules or ions with the total composition C7H22N2O7PS at a distorted geometry, from OMol25.

XYZ file:
```
40
Properties=species:S:1:pos:R:3
C 1.2017 0.5012 2.5099
C 0.0327 -0.2456 1.5747
N 0.5942 -0.9910 0.3983
N 0.5451 -2.3696 0.5197
C -0.8909 -2.9357 0.4934
O -1.2788 -3.6133 1.7366
C -2.5171 -2.9977 2.3106
P 1.5659 -3.0633 1.8065
O 1.5657 -4.6754 1.7614
O 1.1580 -2.6075 3.4286
O 3.2751 -2.6267 1.5910
H 1.3807 1.6003 2.1485
H 0.8212 0.4305 3.6375
H 2.2257 -0.0651 2.4813
H -0.6446 0.6444 1.1655
H -0.6090 -0.8677 2.3266
H 0.1309 -0.6750 -0.5064
H 0.9631 -2.7392 -0.3892
H -0.9957 -3.7503 -0.3733
H -1.5755 -2.0424 0.1739
H -2.1901 -2.2206 3.1398
H -3.1067 -3.8745 2.8483
H -3.2310 -2.5555 1.4956
H 0.1767 -2.4732 3.5724
H 3.3681 -1.6344 1.4892
O -0.8419 1.0736 -2.4297
S 0.1272 1.9429 -3.0623
O 1.4886 2.0542 -2.5820
O -0.5057 3.4384 -3.1924
C -1.0087 4.0696 -2.0242
C 0.1131 4.6332 -1.1725
C 0.1743 1.5701 -4.7975
H -1.6361 3.3814 -1.4479
H -1.6519 4.8913 -2.3563
H 0.7211 3.8312 -0.7429
H -0.2889 5.2307 -0.3493
H 0.7810 5.2583 -1.7737
H -0.8472 1.5393 -5.1802
H 0.6509 0.5953 -4.9211
H 0.7589 2.3376 -5.3082
```

Total energy   -1655.26047 Ha
E_HOMO   -13.606 eV
Kohn-Sham gap   9.868 eV
ΔE to the lowest compared entry with this formula, charge and spin   104.2 kcal/mol
Charge   +1
LUMO level   -3.74 eV

Results of the Mulliken charge analysis, in e, for atoms 1 through 4: C -0.69; C 0.16; N -0.52; N 0.33

---

[3]
The following is a quantum chemistry calculation of a molecular structure, C7H22N2OS2W at a distorted geometry, from OMol25.

XYZ file:
```
35
Properties=species:S:1:pos:R:3
W 0.0167 -0.0455 0.2074
N 0.9461 0.8334 1.9048
C 0.4796 -0.3921 2.5996
C 1.4856 -1.5345 2.6201
C 1.9922 -1.9425 1.2387
N 0.8030 -2.0385 0.2887
H 1.9651 0.9403 1.9233
H 0.5360 1.6927 2.2851
H -0.4677 -0.6969 2.0204
H 0.0225 -0.1862 3.5697
H 1.0123 -2.3769 3.1314
H 2.3289 -1.2434 3.2543
H 2.5229 -2.8941 1.2891
H 2.6893 -1.2243 0.7970
H 0.1509 -2.7523 0.6260
H 1.1054 -2.3786 -0.6298
C -3.3122 0.7764 -0.4282
S -2.2914 -0.7207 -0.2634
C -3.1699 -1.6909 1.0023
H -3.4834 1.2296 0.5461
H -4.2488 0.4141 -0.8608
H -2.8320 1.4557 -1.1278
H -4.1317 -1.9121 0.5321
H -3.2964 -1.1008 1.9071
H -2.6304 -2.6219 1.1674
C 2.5449 1.7665 -2.7585
S 0.9062 1.1322 -2.9860
C -0.0214 2.5716 -3.4240
O 0.3478 0.7915 -1.4421
H 2.5451 2.6018 -2.0585
H 2.8114 2.1172 -3.7665
H 3.2033 0.9421 -2.4883
H 0.3696 2.8043 -4.4260
H 0.1691 3.3915 -2.7323
H -1.0690 2.2910 -3.5185
```

Total energy   -1326.37134 Ha
E_HOMO (spin up / spin down)   -24.381 / -24.923 eV
Kohn-Sham gap (spin up / spin down)   8.014 / 8.552 eV
⟨S²⟩   2.0184
Spin multiplicity   3
ΔE to the lowest compared entry with this formula, charge and spin   5.4 kcal/mol
Charge   +4
LUMO level (spin up / spin down)   -16.37 / -16.37 eV

Results of the Mulliken charge analysis, in e, for atoms 1 through 4: W 1.03; N -0.45; C 0.26; C -0.68

---

[4]
The following is a quantum chemistry calculation of 6 unconnected molecules or ions with the total composition C7H24IN8O5 at a distorted geometry, from OMol25.

XYZ file:
```
45
Properties=species:S:1:pos:R:3
I 0.5073 2.4527 1.2253
C -2.0443 -0.7369 7.5380
C -2.5834 0.6694 7.8563
C -1.4050 1.5498 8.3257
O -3.2468 1.2312 6.7267
H -2.0179 -1.3735 8.4224
H -1.0855 -0.5103 7.0717
H -2.7170 -1.1420 6.7819
H -3.2281 0.5894 8.7315
H -0.8976 1.1493 9.2033
H -1.8321 2.4482 8.7714
H -0.6695 1.6940 7.5343
H -2.5047 1.4012 6.1418
C 4.3125 -4.3793 -1.5258
O 3.7719 -4.5635 -2.6331
N 4.0171 -3.3676 -0.7945
N 5.1657 -5.1556 -0.9822
H 4.6476 -3.2834 -0.0100
H 3.3069 -2.6512 -0.8436
H 5.4045 -5.0038 -0.0127
H 5.5001 -5.9097 -1.5649
C -3.4406 2.8202 -5.9725
O -2.4522 3.3496 -6.4283
N -3.7071 2.5473 -4.7158
N -4.5049 2.5799 -6.6337
H -3.0201 2.6033 -3.9776
H -4.6833 2.5914 -4.4601
H -4.4916 2.7457 -7.6299
H -5.3744 2.2514 -6.2385
C 5.1489 4.3147 -5.5461
O 4.1968 4.7788 -6.0873
N 6.3558 4.2805 -5.9428
N 5.1978 3.6970 -4.3984
H 6.6822 4.7871 -6.7534
H 7.1500 3.8831 -5.4618
H 4.4248 3.4688 -3.7898
H 6.1250 3.4204 -4.1086
C -3.6337 -3.9798 0.0604
O -4.5869 -4.7593 0.0128
N -2.3420 -4.2892 0.0034
N -3.7805 -2.7747 0.5630
H -2.0147 -5.2337 -0.1414
H -1.8484 -3.5520 0.4861
H -3.0975 -2.0823 0.2907
H -4.7051 -2.5565 0.9059
```

Total energy   -1393.16913 Ha
E_HOMO   -3.685 eV
Kohn-Sham gap   5.821 eV
ΔE to the lowest compared entry with this formula, charge and spin   127.4 kcal/mol
Charge   -1
LUMO level   2.14 eV

Results of the Mulliken charge analysis, in e, for atoms 1 through 4: I -1.00; C -1.05; C 0.14; C -1.24